No. 1
Molecular formula: C6H14N2O2
Method: DFT, ωB97M-V/def2-TZVPD

```
24
Properties=species:S:1:pos:R:3
C 1.6821 1.1540 2.2524
N 0.9572 -0.0592 1.8871
C 1.4323 -1.2581 2.3329
C 1.0149 -2.4472 1.5301
O 2.1212 -1.3730 3.3335
H 1.9488 1.0508 3.2958
H 2.5853 1.2110 1.6517
H 1.0215 1.9931 2.0952
H 0.3670 -0.1615 1.0659
H 1.6444 -2.4960 0.6412
H 1.0159 -3.4268 1.9909
H -0.0043 -2.3895 1.1198
C -1.6060 -1.1300 -2.4066
N -1.7025 0.3000 -2.2000
C -0.8101 1.0422 -1.4992
C -1.0616 2.5456 -1.5444
O 0.1308 0.5475 -0.8996
H -0.8075 -1.5829 -1.8252
H -2.5499 -1.5805 -2.1546
H -1.4423 -1.3178 -3.4598
H -2.5491 0.7545 -2.4956
H -0.3100 3.0520 -0.9557
H -1.0064 2.8665 -2.5800
H -2.0718 2.7052 -1.1759
```

The total energy is -13524.967 eV. Its highest occupied orbital energy is -8.98 eV. The SMILES is CNC(C)=O.CNC(C)=O. Its spin multiplicity is 1. As for the energy relative to the best compared isomer or geometry (same formula, charge and spin): 0.657 eV. The value obtained for the HOMO-LUMO gap is 0.34995 Ha. Its net charge is 0. The value obtained for the maximum force is 1.8 eV/Å. Its LUMO energy is 0.0199 hartree.

---

No. 2
Molecular formula: C6H14N2O2
Method: DFT, ωB97M-V/def2-TZVPD

```
24
Properties=species:S:1:pos:R:3
C 2.2417 -1.9338 0.3954
N 1.0305 -1.4668 0.8952
C 1.0279 -0.7220 2.0760
C -0.3779 -0.0007 2.1240
O 1.9294 -0.5522 2.7963
H 2.7749 -2.7134 1.0037
H 2.1472 -2.3877 -0.6590
H 3.1426 -1.1083 0.4138
H 0.1904 -1.2656 0.2501
H -0.2362 1.1375 2.1749
H -1.1689 -0.3982 1.4031
H -0.8297 -0.1648 3.0624
C 0.1994 2.1370 -0.9805
N -0.2166 1.1166 -1.8758
C -1.6072 0.7001 -1.6860
C -2.0144 -0.6978 -2.2086
O -2.3907 1.4692 -1.2101
H -0.4281 3.0588 -1.3526
H 0.1047 2.0666 0.0640
H 1.2337 2.4650 -1.2785
H 0.5591 0.6813 -2.3937
H -1.2654 -1.0735 -2.8191
H -2.0662 -1.4080 -1.4227
H -2.9833 -0.6712 -2.5946
```

The total energy is -13523.067 eV. Its highest occupied orbital energy is -9.58 eV. The SMILES is CNC(C)=O.CNC(C)=O. Its spin multiplicity is 1. As for the energy relative to the best compared isomer or geometry (same formula, charge and spin): 2.558 eV. The value obtained for the HOMO-LUMO gap is 0.37046 Ha. Its net charge is 0. The value obtained for the maximum force is 6.3 eV/Å. Its LUMO energy is 0.0183 hartree.

---

No. 3
Molecular formula: C6H14N2O2
Method: DFT, ωB97M-V/def2-TZVPD

```
24
Properties=species:S:1:pos:R:3
C 1.8832 1.7565 0.8506
N 0.7024 1.6013 1.7201
C 0.0177 0.4460 1.8951
C -1.3975 0.6103 2.3576
O 0.5158 -0.6112 1.5267
H 2.3641 0.7852 0.7807
H 1.5021 2.1116 -0.0984
H 2.5882 2.4184 1.3421
H 0.3065 2.4728 2.0103
H -1.4710 0.4658 3.4387
H -1.8326 1.5443 2.1153
H -1.9961 -0.1953 1.9477
C -1.7927 -1.7532 -0.6728
N -0.4281 -1.4964 -1.1354
C -0.1357 -0.9848 -2.3437
C 1.2755 -0.4376 -2.5296
O -0.9484 -0.8624 -3.2478
H -1.8427 -1.3442 0.3259
H -2.4377 -1.2261 -1.3710
H -1.9497 -2.8130 -0.6093
H 0.2785 -1.4308 -0.4215
H 1.1700 0.5686 -2.9194
H 1.8973 -0.5841 -1.6476
H 1.7310 -1.0419 -3.3143
```

The total energy is -13524.953 eV. Its highest occupied orbital energy is -9.22 eV. The SMILES is CNC(C)=O.CNC(C)=O. Its spin multiplicity is 1. As for the energy relative to the best compared isomer or geometry (same formula, charge and spin): 0.672 eV. The value obtained for the HOMO-LUMO gap is 0.36179 Ha. Its net charge is 0. The value obtained for the maximum force is 1.8 eV/Å. Its LUMO energy is 0.0231 hartree.

---

No. 4
Molecular formula: C6H14N2O2
Method: DFT, ωB97M-V/def2-TZVPD

```
24
Properties=species:S:1:pos:R:3
C -1.1639 -1.8042 -1.1357
N -0.8334 -2.2937 0.1835
C 0.2013 -1.7892 0.9378
C 0.2360 -2.4135 2.3123
O 1.0080 -1.0117 0.4719
H -0.3149 -1.5745 -1.7761
H -1.5412 -2.6422 -1.7348
H -1.9597 -1.0623 -1.0897
H -1.6463 -2.5961 0.6977
H -0.5843 -2.1316 2.9704
H 0.2991 -3.4962 2.2392
H 1.1505 -2.0779 2.8040
C -0.0074 2.3224 -2.3671
N 0.2816 1.7511 -1.0678
C 0.5215 2.5436 0.0146
C 0.9403 1.7507 1.2189
O 0.5095 3.7562 -0.1012
H 0.6533 3.1603 -2.5815
H -0.0660 1.6254 -3.1715
H -0.9676 2.8328 -2.2764
H 0.2179 0.7467 -1.0317
H 1.1688 2.3793 2.0696
H 0.1804 0.9963 1.4322
H 1.7166 1.0284 0.9815
```

The total energy is -13524.633 eV. Its highest occupied orbital energy is -9.06 eV. The SMILES is CNC(C)=O.CNC(C)=O. Its spin multiplicity is 1. As for the energy relative to the best compared isomer or geometry (same formula, charge and spin): 0.991 eV. The value obtained for the HOMO-LUMO gap is 0.35174 Ha. Its net charge is 0. The value obtained for the maximum force is 2.3 eV/Å. Its LUMO energy is 0.0189 hartree.

---

No. 5
Molecular formula: C6H14N2O2
Method: DFT, ωB97M-V/def2-TZVPD

```
24
Properties=species:S:1:pos:R:3
C 2.1315 -0.1374 -2.7292
N 0.8539 0.0961 -2.1062
C -0.2403 -0.5417 -2.6011
C -1.5405 -0.3136 -1.8880
O -0.1730 -1.2833 -3.5666
H 2.0373 -0.2297 -3.8101
H 2.8180 0.6846 -2.5346
H 2.5854 -1.0947 -2.4322
H 0.8432 0.6492 -1.2602
H -1.8633 -1.2507 -1.4168
H -1.5263 0.4313 -1.0925
H -2.2855 -0.1105 -2.6445
C -0.1568 -1.5756 1.8450
N -0.3915 -0.3379 2.5746
C -0.2657 0.8691 1.9992
C -0.4221 2.0489 2.9185
O -0.0283 1.0060 0.8036
H 0.6271 -2.1458 2.3322
H -1.0797 -2.1465 1.7884
H 0.1178 -1.3070 0.8216
H -0.6084 -0.3619 3.5578
H 0.5113 2.2936 3.4237
H -0.7596 2.9023 2.3443
H -1.1845 1.8552 3.6730
```

The total energy is -13525.273 eV. Its highest occupied orbital energy is -9.09 eV. The SMILES is CNC(C)=O.CNC(C)=O. Its spin multiplicity is 1. As for the energy relative to the best compared isomer or geometry (same formula, charge and spin): 0.351 eV. The value obtained for the HOMO-LUMO gap is 0.35616 Ha. Its net charge is 0. The value obtained for the maximum force is 0.8 eV/Å. Its LUMO energy is 0.0220 hartree.

---

No. 6
Molecular formula: C6H14N2O2
Method: DFT, ωB97M-V/def2-TZVPD

```
24
Properties=species:S:1:pos:R:3
C 2.4938 -0.9644 0.2405
N 1.9400 -0.5407 1.5318
C 1.3424 0.7416 1.5724
C 0.7782 1.1061 2.9313
O 1.2550 1.5206 0.6032
H 1.6504 -0.8804 -0.5455
H 3.4710 -0.5418 -0.0746
H 2.7621 -2.1435 0.2545
H 2.1567 -1.1374 2.2673
H -0.2669 0.6829 2.7624
H 1.3265 0.7711 3.8234
H 0.5895 2.1917 3.0122
C -0.3400 0.8369 -2.6193
N -0.9630 0.0191 -1.6222
C -2.3084 -0.2689 -1.6342
C -2.7852 -1.0519 -0.4292
O -3.0835 0.0559 -2.5371
H -0.5098 0.5603 -3.7234
H -0.7331 1.9346 -2.4605
H 0.6601 0.8603 -2.4567
H -0.5068 0.0266 -0.6872
H -2.0508 -1.7727 -0.0074
H -3.1114 -0.5167 0.4633
H -3.7666 -1.4890 -0.6650
```

The total energy is -13523.790 eV. Its highest occupied orbital energy is -9.33 eV. The SMILES is CNC(C)=O.CNC(C)=O. Its spin multiplicity is 1. As for the energy relative to the best compared isomer or geometry (same formula, charge and spin): 1.834 eV. The value obtained for the HOMO-LUMO gap is 0.36197 Ha. Its net charge is 0. The value obtained for the maximum force is 4.7 eV/Å. Its LUMO energy is 0.0191 hartree.